Record 1
# C5H25N3O5

6 unconnected molecules or ions with the total composition C5H25N3O5 in a non-equilibrium geometry (ωB97M-V with the def2-TZVPD basis set, the OMol25 dataset).

Structure (XYZ):
```
38
Properties=species:S:1:pos:R:3:lowdin_charge:R:1
C -2.72 -2.78 -0.50 -0.034
C -1.77 -1.59 -0.60 -0.285
C -1.69 -0.84 0.73 -0.119
C -1.39 0.65 0.69 -0.132
N 1.78 1.47 -0.89 0.204
C 0.52 1.18 -0.70 -0.153
N 0.03 0.89 0.48 0.080
N -0.41 -2.25 -0.95 0.238
H -3.70 -2.51 -0.14 0.099
H -2.76 -3.26 -1.48 0.100
H -2.39 -3.54 0.23 0.105
H -2.06 -0.91 -1.40 0.114
H -2.61 -1.03 1.29 0.133
H -0.93 -1.30 1.36 0.133
H -1.95 1.25 -0.04 0.140
H -1.73 1.09 1.62 0.134
H 2.36 1.51 -0.05 0.093
H 2.26 1.36 -1.76 0.145
H -0.14 1.12 -1.53 0.137
H 0.64 0.89 1.30 0.117
H 0.33 -1.95 -0.39 0.069
H -0.10 -2.00 -1.89 0.161
H -0.54 -3.26 -1.02 0.164
H 2.80 -1.03 -0.06 0.020
H 2.77 -1.97 -1.27 0.077
O 2.20 -1.56 -0.62 -0.055
H 4.24 0.41 1.24 0.092
H 3.01 0.73 2.02 0.042
O 3.28 0.33 1.17 -0.063
H 1.27 2.46 3.05 0.042
H 1.87 1.24 3.88 0.082
O 1.63 1.57 3.01 -0.052
H -1.41 0.07 -4.10 0.064
H -2.38 1.04 -3.81 0.073
O -1.87 0.39 -3.30 -0.068
H 1.22 4.35 1.30 0.075
H -0.26 4.10 1.57 0.067
O 0.59 3.66 1.54 -0.038
```

* total energy: -20285.10511 eV
* molar mass: 207.27 g/mol
* total charge: +2
* frontier orbital gap: 11.5 eV

=====

Record 2
# C5H25O10

9 unconnected molecules or ions with the total composition C5H25O10 in a non-equilibrium geometry (ωB97M-V with the def2-TZVPD basis set, the OMol25 dataset).

Structure (XYZ):
```
40
Properties=species:S:1:pos:R:3:lowdin_charge:R:1
O -1.02 0.97 0.47 -0.030
C -1.39 0.73 -0.69 -0.599
O -2.11 -0.23 -1.12 -0.056
C -1.36 1.96 -1.62 -0.116
C -0.37 1.57 -2.65 -0.257
C 1.08 1.23 -2.24 -0.229
C 1.87 2.33 -1.53 -0.118
H -2.39 2.08 -1.99 0.130
H -0.97 2.84 -1.10 0.109
H -0.67 0.75 -3.36 0.129
H -0.44 2.33 -3.39 0.082
H 1.17 0.19 -1.63 0.143
H 1.70 1.10 -3.17 0.107
H 1.98 2.21 -0.45 0.033
H 1.43 3.31 -1.63 0.072
H 2.87 2.21 -1.90 0.059
H 2.16 -2.29 -1.40 -0.020
H 0.69 -2.34 -1.33 0.018
O 1.41 -2.23 -1.96 -0.062
H -3.42 -0.21 0.14 -0.041
H -3.36 0.46 1.51 0.038
O -3.95 -0.07 0.91 -0.061
H 2.01 -3.13 0.62 0.027
H 2.89 -2.21 1.26 -0.026
O 2.72 -2.55 0.40 -0.048
H -2.75 -2.47 0.71 -0.047
H -1.98 -1.87 -0.63 0.038
O -2.28 -2.66 -0.04 -0.091
H -0.63 -1.51 3.29 -0.004
H -0.28 -2.37 2.24 -0.005
O 0.07 -2.11 3.04 -0.035
H 0.66 0.96 1.62 0.044
H 1.14 2.18 0.91 -0.020
O 1.45 1.59 1.57 -0.079
H 2.61 -0.29 2.46 -0.039
H 1.64 -1.33 2.92 -0.015
O 2.38 -1.13 2.40 0.032
H -2.16 -0.14 2.96 0.027
H -1.18 0.22 1.73 0.000
O -1.25 -0.10 2.70 -0.091
```

* total energy: -26067.32936 eV
* molar mass: 245.25 g/mol
* total charge: -1
* frontier orbital gap: 9.5 eV

=====

Record 3
# C5H25O11

10 unconnected molecules or ions with the total composition C5H25O11 in a non-equilibrium geometry (ωB97M-V with the def2-TZVPD basis set, the OMol25 dataset).

Structure (XYZ):
```
41
Properties=species:S:1:pos:R:3:lowdin_charge:R:1
O 1.45 2.02 0.82 0.042
C 1.39 0.82 1.01 -0.514
O 0.87 0.27 2.05 0.235
C 1.71 -0.24 -0.04 -0.045
C 1.80 0.47 -1.47 -0.100
C 0.38 0.98 -1.83 -0.182
C -0.39 0.63 -2.83 0.035
H 0.87 -0.93 -0.15 0.086
H 2.60 -0.77 0.29 0.131
H 2.20 -0.28 -2.15 0.124
H 2.28 1.42 -1.32 0.094
H 0.17 1.80 -1.16 0.078
H -0.18 -0.16 -3.56 0.059
H -1.38 1.00 -3.02 0.061
H 1.38 -2.91 0.22 -0.017
H 1.72 -4.33 -0.47 0.066
O 1.77 -3.37 -0.54 -0.072
H -0.40 -2.82 1.48 0.033
H 0.62 -2.24 2.27 0.044
O 0.48 -3.09 1.83 -0.048
H -3.18 -1.95 -0.87 -0.007
H -3.66 -3.35 -0.67 0.023
O -3.87 -2.56 -1.17 -0.081
H -1.16 -1.37 0.17 0.029
H -2.53 -1.29 1.07 0.059
O -1.94 -1.80 0.51 -0.050
H -0.85 0.07 2.66 0.013
H -1.89 0.97 2.04 0.028
O -1.80 0.10 2.47 -0.048
H -0.09 -3.06 -2.16 0.033
H 1.13 -2.41 -2.37 0.004
O 0.26 -2.43 -2.81 -0.071
H -0.13 2.77 1.23 0.000
H -0.53 4.11 1.81 0.063
O -0.90 3.26 1.57 -0.052
H -2.36 2.89 0.04 0.027
H -2.01 1.37 0.05 -0.011
O -2.37 2.08 -0.48 -0.044
H 3.38 3.60 0.52 0.045
H 1.89 3.66 -0.16 -0.013
O 2.67 4.11 0.11 -0.055
```

* total energy: -28109.72673 eV
* molar mass: 261.24 g/mol
* spin multiplicity: 2
* frontier orbital gap (alpha / beta): 10.1 / 5.1 eV

=====

Record 4
# C5H26N10O8

8 unconnected molecules or ions with the total composition C5H26N10O8 in a non-equilibrium geometry (ωB97M-V with the def2-TZVPD basis set, the OMol25 dataset).

Structure (XYZ):
```
49
Properties=species:S:1:pos:R:3:lowdin_charge:R:1
C 14.66 15.04 3.77 -0.773
O 15.63 15.58 3.46 0.085
N 13.48 15.60 3.97 0.194
N 14.63 13.72 3.95 0.180
H 13.42 16.60 4.01 0.068
H 12.69 14.99 4.14 0.120
H 15.38 13.14 3.63 0.129
H 13.88 13.29 4.46 0.114
C 17.06 18.26 0.96 -0.837
O 17.92 18.31 1.79 0.057
N 16.91 18.96 -0.10 0.174
N 16.19 17.36 0.90 0.198
H 16.02 18.91 -0.57 0.111
H 17.42 19.83 -0.17 0.126
H 15.96 16.71 1.64 0.099
H 15.74 17.28 -0.01 0.127
C 14.81 18.75 8.51 -0.785
O 14.67 18.87 9.70 0.072
N 14.00 18.07 7.77 0.172
N 15.89 19.11 7.84 0.182
H 14.12 18.26 6.78 0.066
H 13.13 17.73 8.13 0.134
H 15.96 18.79 6.88 0.087
H 16.73 19.44 8.30 0.130
C 15.44 21.94 4.12 -0.671
O 15.28 23.11 4.03 0.185
N 16.44 21.21 3.67 0.384
N 14.69 21.11 4.81 0.334
H 17.05 21.68 3.02 0.174
H 16.29 20.21 3.62 0.109
H 13.73 21.27 5.06 0.154
H 14.86 20.14 4.60 0.062
C 13.06 20.16 1.59 -0.712
O 13.17 18.92 1.54 0.017
N 12.35 20.86 2.45 0.156
N 13.67 21.05 0.82 0.171
H 11.85 20.26 3.09 0.102
H 12.22 21.86 2.48 0.128
H 13.63 21.97 1.24 0.106
H 14.05 20.85 -0.09 0.124
O 12.97 18.50 4.73 -0.045
H 12.54 18.84 5.51 0.076
H 12.28 18.49 4.06 0.063
O 15.47 18.42 4.20 -0.052
H 14.52 18.39 4.12 -0.029
H 15.75 17.53 3.97 0.026
O 18.64 16.66 3.84 -0.064
H 18.64 17.07 2.97 -0.018
H 17.86 16.11 3.85 -0.010
```

* total energy: -36881.14701 eV
* molar mass: 354.32 g/mol
* spin multiplicity: 2
* total charge: +1
* frontier orbital gap (alpha / beta): 8.9 / 3.1 eV